The following is a quantum chemistry calculation of a 12-piece molecular cluster, C67H163BF4N8O17 overall at a distorted geometry, from the OMol25 dataset.

```
! wB97M-V def2-TZVPD RIJCOSX def2/J DEFGRID3
* xyz 4 1
C 1.4915 -35.2953 5.6658
C 1.2336 -33.8231 5.3651
N 1.6060 -32.8619 6.5229
C 3.0253 -32.5469 6.4559
C 0.6883 -31.6043 6.3715
C 1.0365 -30.3443 7.1424
C 1.4056 -33.4880 7.9063
C -0.0274 -33.8515 8.3574
O -0.5581 -32.6230 9.0400
C -1.6595 -32.9199 9.8543
H 0.8205 -35.8544 6.3264
H 2.5606 -35.5180 5.8986
H 1.3832 -35.8364 4.7073
H 0.1697 -33.7019 5.1388
H 1.8085 -33.4114 4.5522
H 3.5241 -33.4766 6.8379
H 3.3004 -31.7529 7.1240
H 3.4602 -32.4816 5.4350
H -0.3205 -31.9899 6.4842
H 0.7176 -31.4790 5.2874
H 0.9211 -30.4131 8.1786
H 0.2340 -29.6424 6.8912
H 2.0908 -30.0027 6.9639
H 1.8541 -32.7522 8.6056
H 2.1267 -34.2714 7.8598
H -0.0801 -34.5567 9.1680
H -0.7465 -34.2837 7.5834
H -2.5348 -33.0051 9.2688
H -1.8026 -32.0059 10.4080
H -1.4211 -33.7688 10.4587
C 0.7133 -37.5328 0.9330
C 1.8118 -37.5750 -0.1269
N 3.1682 -36.8422 0.1244
C 4.1665 -37.1006 -1.0042
C 2.8831 -35.3436 0.2683
C 2.1098 -34.7226 -0.8621
C 3.6916 -37.3898 1.4438
C 5.0729 -36.7372 1.7090
O 6.0528 -37.5790 1.1319
C 7.2459 -36.9566 0.6435
H 0.5076 -36.6029 1.3871
H 0.9813 -38.0552 1.8433
H -0.1902 -37.9897 0.5233
H 1.4680 -37.1468 -1.0273
H 2.1101 -38.6192 -0.3564
H 3.6452 -37.1913 -1.9499
H 4.7313 -37.9798 -0.7678
H 4.8540 -36.2499 -1.0340
H 3.8445 -34.8734 0.4135
H 2.2880 -35.2911 1.1482
H 2.5511 -34.9427 -1.8642
H 2.2719 -33.6887 -0.6642
H 1.0397 -34.9419 -0.8314
H 3.6964 -38.4629 1.3245
H 3.1129 -37.0344 2.2528
H 5.2532 -36.6043 2.7980
H 5.0587 -35.7304 1.2658
H 7.0465 -36.3309 -0.2178
H 8.0121 -37.6737 0.4002
H 7.5899 -36.3733 1.5143
C 8.8469 -33.7940 0.3294
C 7.8331 -33.1641 1.1745
N 8.2853 -32.9207 2.6742
C 8.1808 -34.2162 3.4361
C 9.7033 -32.4754 2.7935
C 10.0684 -31.1775 1.9707
C 7.2213 -31.9215 3.1017
C 7.2195 -31.5887 4.6037
O 8.4519 -30.9154 4.9595
C 8.3225 -30.1019 6.0516
H 8.4361 -33.9094 -0.6817
H 9.0427 -34.8197 0.6537
H 9.7619 -33.2353 0.3514
H 6.9705 -33.8750 1.2713
H 7.5831 -32.1833 0.7791
H 8.8368 -34.9721 3.1165
H 7.1963 -34.6112 3.2402
H 8.3875 -34.0395 4.4878
H 10.3201 -33.3217 2.5086
H 9.8955 -32.2856 3.8586
H 11.1380 -31.2140 1.7713
H 9.7998 -30.3098 2.6048
H 9.3745 -31.1695 1.0726
H 6.2941 -32.3761 2.8447
H 7.3827 -31.0386 2.5133
H 7.0219 -32.4800 5.2457
H 6.3122 -30.9596 4.7645
H 7.4310 -29.4643 5.9381
H 9.2505 -29.4284 6.0622
H 8.2725 -30.7699 6.9547
C 13.8701 -38.4652 1.2659
C 12.6980 -39.3759 1.3675
N 11.6598 -39.4224 0.2050
C 10.5970 -40.4317 0.7093
C 10.9516 -37.9961 -0.0075
C 10.2930 -37.8196 -1.3955
C 12.2838 -39.8739 -1.1099
C 13.3048 -41.0450 -1.0377
O 12.8877 -42.2599 -0.5266
C 13.8272 -43.2749 -0.8586
H 14.3750 -38.3907 2.2372
H 13.6223 -37.4232 0.9950
H 14.5240 -38.8711 0.4925
H 12.0671 -39.1703 2.2265
H 13.0677 -40.4116 1.5127
H 10.1514 -40.0394 1.6196
H 11.0986 -41.4161 0.8457
H 9.7880 -40.4597 -0.0264
H 11.7702 -37.2606 0.1861
H 10.3066 -37.9534 0.8459
H 10.9210 -37.7829 -2.3064
H 9.7498 -36.8458 -1.4118
H 9.5690 -38.6617 -1.5502
H 13.0099 -39.0679 -1.4328
H 11.5333 -40.1090 -1.8388
H 14.2333 -40.7293 -0.5206
H 13.6448 -41.1984 -2.0381
H 13.4545 -44.2396 -0.4257
H 14.8544 -43.0661 -0.4994
H 13.8182 -43.5118 -1.8969
C 15.4584 -32.3190 5.5223
C 13.9746 -32.3954 5.5444
N 13.3383 -33.6194 6.1690
C 13.9002 -33.8426 7.5782
C 11.8197 -33.4339 6.1609
C 11.2519 -32.4157 7.1462
C 13.6976 -34.9156 5.3959
C 13.3231 -34.9259 3.9088
O 14.4425 -34.2837 3.3176
C 14.5131 -34.4683 1.8500
H 15.9308 -33.0695 4.8941
H 15.9140 -32.3916 6.4822
H 15.6321 -31.3225 5.1414
H 13.6544 -32.4407 4.5078
H 13.5048 -31.5180 5.9391
H 13.3300 -34.6343 8.0800
H 13.8655 -32.8685 8.0541
H 14.9113 -34.1832 7.4528
H 11.4265 -34.4652 6.3411
H 11.4888 -33.2430 5.1980
H 11.6533 -31.4213 6.8718
H 11.3353 -32.5763 8.2037
H 10.1702 -32.4242 6.8986
H 13.1771 -35.6325 6.0098
H 14.7408 -35.0110 5.5525
H 12.3280 -34.5265 3.6179
H 13.2863 -36.0247 3.6906
H 15.5563 -34.3108 1.5552
H 13.9010 -33.7087 1.3854
H 14.3279 -35.4971 1.6022
C 7.4506 -31.5888 -5.3965
C 6.2941 -30.5540 -5.5636
N 6.4450 -29.4746 -6.6312
C 6.1372 -30.1022 -7.9523
C 5.3772 -28.4013 -6.3083
C 5.2308 -27.3724 -7.3986
C 7.8069 -28.8675 -6.5665
C 8.8499 -29.5545 -7.3728
O 8.6132 -29.3993 -8.7537
C 9.2765 -30.3061 -9.6373
H 7.0680 -32.2538 -4.6164
H 8.4274 -31.1794 -5.1335
H 7.7144 -32.1818 -6.2819
H 6.2284 -30.0290 -4.6166
H 5.3621 -30.9983 -5.7749
H 6.1162 -29.3395 -8.6829
H 5.1508 -30.5452 -7.9990
H 6.8609 -30.8702 -8.1933
H 5.6141 -28.0348 -5.3460
H 4.4040 -28.8131 -6.0699
H 6.1212 -26.8014 -7.7064
H 4.5103 -26.6664 -6.9972
H 4.8076 -27.8636 -8.2865
H 8.1796 -28.7910 -5.4949
H 7.7351 -27.8717 -6.9597
H 9.0143 -30.5492 -6.9980
H 9.8298 -29.1489 -7.0789
H 9.3098 -29.7504 -10.6069
H 8.7963 -31.3227 -9.7081
H 10.3650 -30.3878 -9.4459
C 6.6726 -28.7294 15.2736
C 7.3930 -30.0514 15.1388
N 7.5194 -30.6412 13.7503
C 6.2291 -30.7292 13.0914
C 8.3922 -29.7299 12.9507
C 8.7774 -30.2303 11.5308
C 8.2614 -32.0070 13.8271
C 7.8376 -32.9337 14.9778
O 6.4848 -33.2122 15.0866
C 6.1882 -34.1018 16.1229
H 5.6591 -28.7826 14.8377
H 7.1286 -27.8075 14.8878
H 6.5319 -28.4468 16.3020
H 6.8313 -30.7479 15.7811
H 8.4151 -30.0515 15.4980
H 5.4606 -31.1038 13.7717
H 6.4043 -31.3008 12.1718
H 6.0076 -29.6818 12.9109
H 9.2470 -29.6419 13.5915
H 7.8003 -28.8435 12.8122
H 9.4865 -29.4747 11.2048
H 7.9785 -30.2082 10.8008
H 9.2773 -31.1820 11.5990
H 9.3265 -31.8947 14.1483
H 8.1109 -32.4177 12.8074
H 8.2391 -32.6441 15.9371
H 8.4567 -33.8070 14.8008
H 6.8976 -34.0483 16.9480
H 6.2277 -35.1630 15.7233
H 5.2081 -33.9315 16.4644
C 5.1306 -36.3210 8.3021
C 6.5849 -36.1842 8.3151
N 7.3569 -37.1081 7.3851
C 7.2974 -38.4767 7.9708
C 6.6351 -37.2276 6.0656
C 7.5721 -37.6640 4.8894
C 8.6797 -36.5420 7.0817
C 9.3427 -35.9682 8.3412
O 9.4754 -36.8853 9.3921
C 9.8685 -36.3923 10.6879
H 4.7752 -37.3642 8.4881
H 4.8174 -35.9566 7.3035
H 4.7443 -35.6637 9.0571
H 7.0173 -36.3067 9.2974
H 6.9009 -35.2236 7.9087
H 7.9330 -38.6120 8.8164
H 7.6546 -39.0643 7.1203
H 6.3429 -38.6894 8.3979
H 6.2189 -36.2614 5.8534
H 5.7320 -37.7991 6.1447
H 8.1565 -38.5257 5.2132
H 8.3410 -36.9096 4.5477
H 7.0665 -37.9484 3.9769
H 8.5739 -35.7703 6.3367
H 9.3420 -37.3252 6.6759
H 8.7909 -35.0821 8.7826
H 10.3356 -35.6747 7.9385
H 9.1960 -35.6203 11.1023
H 10.8959 -36.0102 10.5926
H 9.8863 -37.2325 11.3927
O 4.7492 -33.4114 -2.5488
C 5.8397 -33.4835 -1.7779
O 5.9549 -34.5283 -1.1231
O 6.6505 -32.5368 -1.8137
H 4.9162 -32.6487 -3.0900
O 4.2520 -33.0943 3.6416
C 4.5312 -34.4017 4.3085
O 5.3997 -34.3738 5.1682
O 3.6429 -35.2551 3.9150
H 3.3567 -33.1826 3.3514
O 11.1419 -37.6826 5.3259
C 10.6760 -36.8872 4.3081
O 10.4983 -37.4391 3.2003
O 10.4979 -35.7318 4.6628
H 11.1583 -38.6139 5.0203
B 6.9189 -32.6323 8.7580
F 5.5637 -33.2108 8.6200
F 7.6798 -32.7984 7.5648
F 6.7463 -31.2672 9.0843
F 7.5799 -33.2852 9.8181
*
```

Output
LUMO in eV: -5.365
E_tot in Ha: -4790.85108
Energy above the lowest of the compared OMol25 structures with the same formula, charge and spin in kcal per mole: 0.0


The following is a quantum chemistry calculation of the molecule C4H5N at a distorted geometry, from the OMol25 dataset.

```
! wB97M-V def2-TZVPD RIJCOSX def2/J DEFGRID3
* xyz 0 1
C 1.7482 0.7815 -0.1319
C 2.0408 -0.4843 0.0454
C -0.0693 -0.3737 -0.0382
C -1.5121 -0.2632 -0.0011
N 0.7996 -1.2359 0.1103
H 2.3107 1.6761 -0.3723
H 3.1509 -0.9508 0.1413
H -1.7655 0.7536 0.3440
H -2.0345 -1.1251 0.6601
H -1.7689 -0.3340 -0.9993
*
```

Output
LUMO in eV: 0.403
E_tot in Ha: -209.96730
Energy above the lowest of the compared OMol25 structures with the same formula, charge and spin in kcal per mole: 123.3